1.
Below is a cluster of 3 separate species, C29H48B2BrCl2F16IN3O10P2S2 in total, with properties calculated with ωB97M-V/def2-TZVPD.

Output
Net charge = +1
Frontier orbital gap = 7.492 eV
E_LUMO = -3.3480 eV

Positions of all 116 atoms, in Å:
C 6.7159 0.0302 5.9091
C 5.6057 -0.5983 5.2851
C 4.1441 -0.0311 5.2739
N 3.5405 0.6557 4.0816
C 4.5387 1.6415 3.5471
C 5.6179 1.5923 2.4061
C 7.1434 1.2136 2.8408
I 6.0219 3.6983 1.7556
C 2.9591 -0.3348 3.0774
B 4.0512 -1.3226 2.3297
O 5.4516 -1.2657 2.2112
O 3.5833 -2.4716 1.5504
C 4.5696 -3.4821 1.3419
P 1.9094 -1.8457 3.6705
O 0.9241 -1.6025 5.0183
Br 3.3317 -3.4492 4.5970
C 2.2852 0.4439 1.7936
C 1.5168 -0.4486 0.7297
Cl -0.2503 0.0290 0.3799
C 2.2202 -0.4200 -0.7788
C 2.6353 -1.8861 -1.2947
Cl 1.0342 0.1416 -2.1129
N 1.6660 1.7465 2.1572
P 1.4202 2.8829 0.9229
S 2.5432 4.4434 0.7496
C 1.2594 1.9129 3.5546
C -0.0664 0.9801 3.6262
O -1.1184 1.6839 2.8657
C -2.4147 1.1430 3.2850
C -3.3546 1.0458 1.9729
C -3.7287 -0.4852 1.6199
B 0.4269 3.3015 3.9219
O -0.4684 3.3212 5.0780
O 0.5608 4.6012 3.3600
C 2.4272 1.5861 4.6570
N 1.7357 0.9776 5.8178
S 2.9952 3.1135 5.5643
C 3.4497 4.6387 4.6049
O 2.0149 3.6076 6.6367
O 4.2178 2.9950 6.4730
H 6.7143 1.1161 6.2447
H 7.6626 -0.5623 6.1653
H 5.7887 -1.6728 4.9782
H 3.4947 -0.8567 5.7415
H 4.2411 0.6386 6.2106
H 5.2101 1.9795 4.4205
H 3.9211 2.5078 3.0991
H 5.3683 1.1086 1.4120
H 7.3692 1.9193 3.7223
H 7.8295 1.4720 1.9650
H 7.2613 0.1476 3.1927
H 5.9970 -1.7361 2.8601
H 5.1200 -3.8418 2.2871
H 4.0214 -4.4219 0.9618
H 5.3060 -3.2235 0.4963
H 1.4130 -1.7381 5.8577
H 3.2431 0.7708 1.2227
H 1.3764 -1.5485 0.9568
H 3.1031 0.2912 -0.8338
H 3.7115 -2.0618 -0.9507
H 2.6955 -1.8263 -2.4411
H 1.9129 -2.7068 -0.9997
H 1.5109 2.1974 -0.3519
H 0.0473 3.3481 0.9654
H -0.0078 -0.0216 3.1171
H -0.5187 0.8433 4.6493
H -2.9058 1.9102 3.9674
H -2.3431 0.1138 3.7580
H -4.3509 1.5899 2.1515
H -2.8296 1.5388 1.0854
H -4.7448 -0.7610 2.0678
H -3.6725 -0.7150 0.5058
H -2.9517 -1.1690 2.1268
H -0.3018 4.1630 5.5518
H -0.3068 4.8393 2.9704
H 2.2578 1.0967 6.7086
H 0.8497 1.4372 6.0566
H 2.9475 5.5852 4.9873
H 4.5817 4.8308 4.5778
H 3.1296 4.4964 3.5217
C -4.4145 -1.7422 -4.4959
C -3.8098 -1.5010 -3.0917
C -2.7316 -2.4865 -2.6219
F -3.1370 -3.7668 -2.6167
F -2.3662 -2.2002 -1.3456
F -4.8235 -1.4142 -2.1988
F -3.2331 -0.2634 -3.1207
O -5.6441 -2.4912 -4.5837
C -5.5684 -3.9012 -4.5269
C -6.1498 -4.4895 -3.2296
F -5.6283 -3.9126 -2.1260
F -5.8745 -5.8120 -3.1413
F -4.3030 -4.2845 -4.7710
F -6.2977 -4.3557 -5.5707
H -4.6892 -0.7536 -4.8711
H -3.6707 -2.1099 -5.2050
H -1.8394 -2.4128 -3.2501
H -7.2307 -4.3547 -3.1946
C -5.0162 -1.0671 -10.3804
C -6.2743 -0.4877 -11.0716
C -6.3946 1.0414 -11.1242
F -6.3532 1.6282 -9.9152
F -7.5813 1.3951 -11.6755
F -7.3674 -1.0524 -10.5099
F -6.2494 -0.9295 -12.3622
O -5.1096 -1.4428 -8.9905
C -4.9960 -0.4256 -8.0193
C -6.3143 -0.1387 -7.2795
F -7.3375 0.0894 -8.1261
F -6.1953 0.9693 -6.5074
F -4.4483 0.6630 -8.5856
F -4.0836 -0.8697 -7.1182
H -4.8156 -2.0151 -10.8873
H -4.1288 -0.4582 -10.5692
H -5.5990 1.4701 -11.7400
H -6.5916 -0.9799 -6.6432

2.
Below is a cluster of 3 separate species, C29H48BrCl2F13N4O10P3S4 in total, with properties calculated with ωB97M-V/def2-TZVPD.

Output
Net charge = +1
Frontier orbital gap = 6.572 eV
E_LUMO = -4.5181 eV

Positions of all 114 atoms, in Å:
C 7.1146 0.4895 4.7464
C 7.0951 0.6144 3.3442
C 7.0776 0.9737 1.7290
C 5.5334 0.8421 1.0896
C 4.8598 2.3147 1.2586
C 3.2505 2.4152 1.5028
P 2.9375 1.7967 3.3173
O 1.2009 1.9042 3.6767
O 3.4107 0.1788 3.6591
S 3.8326 2.9147 4.6745
C 2.7822 4.0323 1.5718
P 4.2435 5.2779 1.5634
S 3.5637 6.8762 2.5325
N 1.6519 4.3726 0.6569
C 1.7878 5.3523 -0.3700
C 0.6382 5.7416 -1.4251
O -0.3893 4.8018 -1.7978
C -0.1369 7.1382 -0.9245
N -1.6221 7.1308 -1.2093
C 0.6001 3.3948 0.8089
N -0.6550 3.7149 1.3432
P -1.1577 5.3358 1.8811
O -0.7797 5.3819 3.6113
Br -3.4317 5.4884 1.8093
N 0.8298 1.9554 0.4778
C 2.3282 1.5840 0.3802
C 2.2344 -0.0542 0.7068
C 1.2494 -0.8550 -0.3829
C 0.9971 -2.3890 0.2354
F 2.2983 -2.9827 0.7231
F 0.6014 -3.2202 -0.9336
C -0.0445 -2.4273 1.4964
F -0.7425 -1.1286 1.7647
F 0.8048 -2.6625 2.7249
C -1.1330 -3.6521 1.4733
F -1.7245 -3.7043 2.8629
F -0.3740 -4.9385 1.3218
C -2.2879 -3.5455 0.3171
F -2.2292 -2.2803 -0.4926
F -1.9792 -4.6435 -0.6747
C -3.8197 -3.8892 0.8594
F -3.8937 -5.2411 1.5267
F -4.6511 -4.0395 -0.3933
C -4.5059 -2.6872 1.7351
F -4.7740 -3.2648 3.1041
F -3.6519 -1.4985 1.9574
F -5.8474 -2.2878 1.2061
C 2.7235 1.9209 -1.1724
Cl 1.1936 2.0127 -2.2818
C 3.7530 0.9270 -1.9276
C 3.2401 0.3927 -3.4281
Cl 5.2711 1.9714 -2.3684
H 7.2747 0.5514 5.9086
H 7.4441 2.0833 1.5139
H 7.8072 0.2594 1.1388
H 5.7100 0.4754 -0.0067
H 5.0468 -0.0349 1.6784
H 5.3698 2.7333 2.2557
H 5.2190 2.9228 0.2947
H 0.8747 2.8406 3.5342
H 2.6472 -0.4511 3.8176
H 2.3003 4.2340 2.6515
H 5.3981 4.8870 2.3194
H 4.6601 5.7051 0.2526
H 2.0485 6.4087 0.1368
H 2.7722 5.1294 -1.0143
H 1.1838 6.0776 -2.4343
H -0.1608 4.4755 -2.7289
H 0.3269 8.0567 -1.5266
H 0.0861 7.3548 0.2116
H -1.8417 7.1252 -2.2297
H -2.1389 6.3960 -0.6778
H -1.3664 2.9299 1.4477
H -1.2267 4.6039 4.0777
H 0.3537 1.3707 1.1990
H 1.6961 -0.2648 1.7522
H 3.2537 -0.6116 0.6023
H 0.1905 -0.3874 -0.4958
H 1.8408 -1.0254 -1.3760
H 3.1744 3.0004 -1.1883
H 4.0849 -0.0361 -1.3591
H 2.3302 -0.3358 -3.3766
H 4.1556 -0.2642 -3.8246
H 3.1325 1.2673 -4.2080
O 3.5146 -2.8008 -5.0485
S 2.6864 -2.9919 -6.2174
O 1.8365 -1.9447 -6.7438
O 1.7889 -4.3402 -6.0137
C 0.9453 -4.4276 -4.8711
C -0.2750 -3.5360 -5.0111
C 3.7046 -3.5872 -7.5430
H 1.5046 -4.1944 -3.9586
H 0.6170 -5.4695 -4.7912
H 0.0072 -2.4795 -5.0324
H -0.9623 -3.6805 -4.1729
H -0.8025 -3.7479 -5.9466
H 4.3295 -4.4034 -7.1773
H 4.3310 -2.7571 -7.8768
H 3.0631 -3.9194 -8.3613
O -10.6186 -5.1707 0.0644
S -10.8087 -4.4559 1.3061
O -10.4929 -3.0500 1.4464
O -10.0712 -5.2794 2.5073
C -8.6822 -5.5619 2.3831
C -7.8397 -4.3191 2.6051
C -12.4804 -4.6973 1.8495
H -8.4659 -6.0196 1.4118
H -8.4333 -6.3020 3.1513
H -8.0143 -3.5773 1.8207
H -6.7740 -4.5641 2.6009
H -8.0939 -3.8459 3.5589
H -12.7291 -5.7578 1.7865
H -13.1297 -4.1208 1.1870
H -12.5770 -4.3311 2.8732

3.
Below is a cluster of 3 separate species, C29H48BrN2O8 in total, with properties calculated with ωB97M-V/def2-TZVPD.

Output
Net charge = +1
Frontier orbital gap = 7.637 eV
E_LUMO = -2.5099 eV

Positions of all 88 atoms, in Å:
C 2.1553 4.5274 3.6363
C 1.3932 4.3205 2.1661
C 0.4162 3.0092 2.3504
N -0.6383 2.9001 1.2702
C -1.4103 4.1869 1.0394
Br -2.4600 4.7500 2.6457
C -2.2856 3.9963 -0.3342
C -3.9081 3.8981 -0.1166
O -4.2321 2.6876 0.6557
C -5.6996 2.7857 0.8835
C -6.3214 1.3420 0.3185
O -6.3320 0.4280 1.4709
C -5.0922 -0.3595 1.5744
C -4.7877 -1.6259 0.5268
C -3.4150 -2.5675 0.6523
C -2.2609 -2.3068 1.8339
C -0.9859 -3.3363 1.8761
C -0.3743 -3.4974 3.4248
C -1.6251 -4.8464 1.5392
C 0.1620 -3.0819 0.7402
C 0.7058 -1.5486 0.5977
C 2.1251 -1.6508 -0.2831
C -0.2635 -0.5343 -0.2583
C 1.1098 -0.8035 1.9989
C -2.5327 -1.0367 2.8331
C -3.9047 -0.0876 2.7143
C -0.3204 5.4141 0.7177
N 0.6581 5.6056 1.8551
H 1.6058 3.9415 4.4915
H 2.1325 5.6742 3.9232
H 3.2636 4.1037 3.5745
H 2.2423 4.0860 1.3928
H -0.1182 3.0852 3.3941
H 1.0633 2.0095 2.2981
H -0.1596 2.6308 0.3685
H -1.3072 2.1498 1.5536
H -1.9353 2.9865 -0.8658
H -2.0757 4.8824 -1.0901
H -4.3309 4.8773 0.3819
H -4.4388 3.7671 -1.1750
H -6.1938 3.7244 0.3908
H -5.8383 2.7743 2.0693
H -7.4388 1.6077 -0.0063
H -5.7494 0.9490 -0.6240
H -5.5972 -1.8334 -0.2975
H -3.3289 -3.4249 -0.1582
H -0.3099 -2.4067 3.8706
H -1.1563 -4.0862 4.0686
H 0.7075 -3.9922 3.4255
H -1.8296 -4.9107 0.3888
H -2.6714 -4.9209 2.1030
H -0.9101 -5.6950 1.9424
H -0.3328 -3.3637 -0.3092
H 1.0659 -3.8522 0.8575
H 1.9388 -2.4711 -1.1304
H 2.4440 -0.6111 -0.7162
H 2.9485 -2.1196 0.4287
H -0.6599 -1.0855 -1.2113
H -1.1077 -0.0501 0.4093
H 0.4230 0.3635 -0.6175
H 0.2295 -0.2669 2.5521
H 1.5934 -1.6299 2.7122
H 2.0078 -0.0562 1.7609
H -1.7617 -0.7777 3.6920
H -4.0981 0.8170 3.4340
H 0.2690 5.1114 -0.2750
H -0.8942 6.4275 0.4596
H 0.2095 5.9819 2.7183
C 2.4479 -0.5996 -5.6403
C 3.1647 -0.9931 -4.3895
O 2.1902 -0.8009 -3.3818
C 0.9702 -0.8804 -3.9891
O -0.0935 -0.9292 -3.3941
O 1.0959 -0.8990 -5.3483
H 2.7905 -1.1641 -6.5118
H 2.5348 0.4711 -5.8529
H 3.4661 -2.0459 -4.3940
H 4.0449 -0.3722 -4.2015
C 6.2454 -4.6864 -3.9835
C 7.6435 -4.2589 -4.2930
O 7.4893 -2.9134 -4.7026
C 6.3271 -2.4603 -4.1480
O 5.9699 -1.2941 -4.1538
O 5.6177 -3.4820 -3.5855
H 6.2047 -5.4283 -3.1813
H 5.7251 -5.0826 -4.8618
H 8.2942 -4.2883 -3.4126
H 8.0951 -4.8575 -5.0889

4.
Below is a structure of composition C29H48CoNOP3S, with properties calculated with ωB97M-V/def2-TZVPD.

Output
Net charge = +3
Frontier orbital gap (spin up / spin down) = 6.809 / 4.912 eV
E_LUMO (spin up / spin down) = -9.2537 / -11.7072 eV
2S+1 = 5

Positions of all 84 atoms, in Å:
Co -0.1412 -1.1602 -0.8414
P 0.1101 -2.9234 -1.9870
P 1.7508 -0.2742 -0.4875
P -1.9307 -0.3328 -1.5037
H 0.9022 3.8937 -1.6451
C -0.0037 4.3410 -1.2309
C -0.2375 4.3572 0.0909
H 0.5066 3.9998 0.8086
C 0.8727 -2.3316 -3.5426
C 1.2653 -4.1628 -1.3193
C -1.3337 -3.8616 -2.5952
C 1.5092 1.3815 0.2414
C 2.8486 -1.1188 0.7169
C 2.9221 0.0556 -1.8407
C -2.0763 1.4233 -1.0585
C -3.4372 -1.0981 -0.7870
C -2.3219 -0.3387 -3.2888
H -0.6850 4.8182 -1.9430
H -1.1647 4.7721 0.4991
H 0.1150 -1.8634 -4.1834
H 1.3035 -3.1909 -4.0718
H 1.6617 -1.5971 -3.3414
H 1.4001 -4.9658 -2.0550
H 0.8393 -4.5815 -0.3985
H 2.2350 -3.7002 -1.0944
H -0.9974 -4.8758 -2.8423
H -1.7517 -3.3877 -3.4908
H -2.1056 -3.9146 -1.8184
H 2.4813 1.7868 0.5519
H 0.8454 1.3230 1.1153
H 1.0613 2.0496 -0.5015
H 3.8183 -0.6042 0.7356
H 3.0009 -2.1661 0.4236
H 2.4019 -1.0830 1.7187
H 3.7957 0.5763 -1.4268
H 2.4173 0.7071 -2.5701
H 3.2525 -0.8775 -2.3100
H -3.0390 1.8166 -1.4103
H -1.2602 1.9773 -1.5376
H -2.0016 1.5574 0.0287
H -4.3206 -0.7200 -1.3186
H -3.5106 -0.8485 0.2798
H -3.3894 -2.1894 -0.8898
H -3.2873 0.1648 -3.4360
H -2.3928 -1.3619 -3.6759
H -1.5477 0.2058 -3.8429
C 0.3551 1.8538 -4.0720
C 0.9744 1.0478 -5.1021
C 0.3621 0.9133 -6.3313
C -0.7722 1.6753 -6.6472
C -1.2619 2.6249 -5.7386
C -0.6821 2.7671 -4.4939
O 0.6323 1.6844 -2.8388
H -0.6530 -2.5569 -0.5193
H 1.8726 0.4933 -4.8368
H 0.7780 0.2099 -7.0576
H -1.2568 1.5486 -7.6186
H -2.1077 3.2659 -6.0045
H -1.0334 3.4888 -3.7597
N -0.2951 -1.4355 1.1851
S -1.5222 -0.9798 2.1771
C -1.3811 -2.0666 3.6044
C -2.5776 -2.5390 4.1745
C -2.5299 -3.3921 5.2791
C -1.2926 -3.7791 5.8117
C -0.1057 -3.3204 5.2333
C -0.1461 -2.4595 4.1261
C -1.0777 0.6239 2.8694
C 0.1552 0.8412 3.4847
C 0.4786 2.1224 3.9496
C -0.4529 3.1586 3.8484
C -1.7014 2.9292 3.2637
C -2.0184 1.6659 2.7675
H 0.2424 -2.2096 1.5835
H -3.5250 -2.2201 3.7379
H -3.4598 -3.7506 5.7245
H -1.2541 -4.4375 6.6821
H 0.8627 -3.6185 5.6385
H 0.7825 -2.0920 3.6915
H 0.8552 0.0142 3.5909
H 1.4567 2.2970 4.3995
H -0.2028 4.1523 4.2255
H -2.4310 3.7376 3.1824
H -2.9891 1.4568 2.3128

5.
Below is a structure of composition C29H48EuNP3S2, with properties calculated with ωB97M-V/def2-TZVPD.

Output
Net charge = +3
Frontier orbital gap (spin up / spin down) = 5.046 / 7.326 eV
E_LUMO (spin up / spin down) = -11.3918 / -9.1219 eV
2S+1 = 7

Positions of all 84 atoms, in Å:
Eu 0.4760 -0.0909 -0.4186
P -2.5014 -0.1538 -0.4592
P 0.5243 -3.0564 0.2512
P -0.4277 -1.5468 -2.9528
H 2.2442 4.0119 -0.8842
C 1.7784 4.6247 -1.6624
C 0.4514 4.7417 -1.8000
H -0.2318 4.2942 -1.0719
C -3.2423 0.7671 0.9473
C -3.3348 -1.7827 -0.2314
C -3.4567 0.5923 -1.8413
C 2.3039 -3.4878 0.0520
C 0.3073 -3.6271 1.9820
C -0.2846 -4.4705 -0.6012
C -0.4930 -0.1478 -4.1424
C -1.8624 -2.5556 -3.5089
C 0.9626 -2.4748 -3.7213
H 2.4681 5.1960 -2.2957
H -0.0157 5.2722 -2.6419
H -2.8148 1.7792 0.9696
H -2.9884 0.2686 1.8931
H -4.3350 0.8271 0.8290
H -2.9148 -2.2811 0.6552
H -3.1540 -2.4285 -1.1020
H -4.4171 -1.6365 -0.0906
H -2.9979 1.5657 -2.0683
H -4.5051 0.7428 -1.5443
H -3.4009 -0.0362 -2.7394
H 2.4640 -4.5331 0.3547
H 2.9083 -2.8210 0.6873
H 2.6013 -3.3362 -0.9932
H 0.8279 -4.5851 2.1260
H -0.7598 -3.7434 2.2121
H 0.7206 -2.8698 2.6610
H 0.1395 -5.4112 -0.2179
H -0.1419 -4.4115 -1.6883
H -1.3660 -4.4487 -0.3933
H -0.1181 -0.5059 -5.1099
H 0.1467 0.6802 -3.8056
H -1.5231 0.2199 -4.2479
H -1.7308 -2.8249 -4.5694
H -2.8125 -2.0199 -3.3975
H -1.9240 -3.4807 -2.9201
H 0.8280 -2.4716 -4.8115
H 0.9715 -3.5108 -3.3551
H 1.9232 -2.0045 -3.4824
C 3.3381 1.1449 -3.3910
C 4.4003 0.4761 -4.0390
C 5.0527 1.0720 -5.1192
C 4.6578 2.3420 -5.5659
C 3.5663 2.9837 -4.9640
C 2.9018 2.3809 -3.8938
S 2.6050 0.4135 -1.9659
H 1.7523 1.4284 -1.3617
H 4.7047 -0.5005 -3.6599
H 5.8828 0.5457 -5.5952
H 5.1997 2.8297 -6.3791
H 3.2540 3.9645 -5.3235
H 2.0708 2.8897 -3.3984
N 0.1584 0.7538 1.7260
S 0.7023 0.4826 3.2226
C 0.3847 2.0325 4.0717
C 1.4644 2.7837 4.5539
C 1.2067 3.9562 5.2657
C -0.1087 4.3686 5.4899
C -1.1778 3.6404 4.9535
C -0.9297 2.4608 4.2511
C -0.5391 -0.5168 4.0756
C -1.4853 -1.2390 3.3552
C -2.4986 -1.9354 4.0240
C -2.5399 -1.9104 5.4211
C -1.5368 -1.2594 6.1485
C -0.5107 -0.5961 5.4735
H -0.2916 1.6842 1.7622
H 2.4737 2.4093 4.3871
H 2.0434 4.5478 5.6465
H -0.3025 5.2705 6.0715
H -2.2073 3.9802 5.0850
H -1.7595 1.8441 3.8996
H -1.3995 -1.2551 2.2664
H -3.2444 -2.4938 3.4506
H -3.3482 -2.4158 5.9553
H -1.5445 -1.2711 7.2382
H 0.3116 -0.1216 6.0117